Run A
{"formula": "C3H8N2O", "method": "ωB97M-V/def2-TZVPD", "species": ["C", "C", "C", "H", "H", "H", "H", "H", "H", "H", "H", "N", "N", "O"], "coordinates": [[-1.16, 1.14, 0.18], [-0.93, -0.15, -0.48], [0.52, -0.62, -0.15], [-2.23, 1.34, 0.04], [-0.95, 1.20, 1.27], [-0.66, 2.06, -0.33], [-1.04, -0.22, -1.52], [-2.57, -1.28, -0.41], [0.50, -1.80, 0.26], [2.67, -1.02, 1.22], [3.34, 0.57, 0.13], [1.49, 0.24, -0.32], [2.71, -0.32, -0.06], [-1.68, -1.16, 0.16]], "orbital_gap_ha": 0.341, "lumo_ha": 0.016}

Run B
{"formula": "C3H8N2O", "method": "ωB97M-V/def2-TZVPD", "species": ["H", "N", "C", "C", "H", "H", "H", "H", "N", "C", "O", "H", "H", "H"], "coordinates": [[0.35, 0.63, -1.77], [0.53, 0.94, -0.81], [-0.62, 1.01, -0.17], [-0.68, 1.71, 1.16], [-1.57, 0.88, -0.69], [-1.51, 1.31, 1.74], [0.26, 1.59, 1.70], [-0.87, 2.77, 0.98], [0.88, -2.19, -0.90], [0.54, -1.46, 0.18], [-0.65, -1.37, 0.57], [0.14, -2.54, -1.49], [1.82, -2.17, -1.27], [1.39, -1.11, 0.78]], "orbital_gap_ha": 0.397, "smiles": "[H]/N=C/C.NC=O", "lumo_ha": 0.037}

Run C
{"formula": "C3H8N2O", "method": "ωB97M-V/def2-TZVPD", "species": ["C", "N", "C", "O", "N", "C", "H", "H", "H", "H", "H", "H", "H", "H"], "coordinates": [[-1.60, -1.42, 0.37], [-0.58, -0.47, 0.17], [0.64, -0.82, 0.12], [1.40, -1.76, 0.26], [1.36, 0.59, -0.26], [0.31, 1.71, -0.30], [-1.20, -2.42, 0.53], [-2.21, -1.11, 1.23], [-2.25, -1.41, -0.52], [1.87, 0.44, -1.14], [2.12, 0.73, 0.43], [0.76, 2.55, -0.80], [-0.63, 1.44, -0.81], [0.00, 1.94, 0.72]], "orbital_gap_ha": 0.328, "smiles": "C/N=C(\\[O-])[NH2+]C", "lumo_ha": 0.020}

Run D
{"formula": "C3H8N2O", "method": "ωB97M-V/def2-TZVPD", "species": ["C", "N", "C", "C", "N", "O", "H", "H", "H", "H", "H", "H", "H", "H"], "coordinates": [[0.73, 1.17, -0.06], [0.24, -0.18, -0.05], [1.19, -1.30, 0.04], [-1.09, -0.49, -0.05], [-1.94, 0.58, 0.03], [-1.49, -1.63, -0.07], [1.84, 1.21, -0.09], [0.42, 1.73, 0.85], [0.35, 1.67, -0.95], [1.12, -1.83, 1.02], [1.03, -1.99, -0.79], [2.20, -0.87, -0.07], [-2.92, 0.35, 0.14], [-1.70, 1.57, 0.06]], "orbital_gap_ha": 0.362, "smiles": "CN(C)C(N)=O", "lumo_ha": 0.029}

Verdict on stability: run A comes out at the bottom.

Run A
{"formula": "C3H8N2O", "method": "ωB97M-V/def2-TZVPD", "species": ["C", "O", "C", "C", "N", "N", "H", "H", "H", "H", "H", "H", "H", "H"], "coordinates": [[2.36, -0.12, -0.10], [1.31, 0.83, -0.13], [0.14, 0.11, -0.07], [-1.03, 1.09, 0.04], [-2.25, 0.82, -0.15], [-2.55, -0.56, -0.14], [2.34, -1.11, -0.62], [2.53, -0.59, 0.95], [3.35, 0.17, -0.39], [-0.12, -0.57, -0.84], [0.09, -0.49, 0.91], [-0.79, 2.16, 0.14], [-1.87, -1.06, 0.35], [-3.52, -0.68, 0.04]], "orbital_gap_ha": 0.362, "smiles": "COC/C=N\\N", "lumo_ha": 0.034}

Run B
{"formula": "C3H8N2O", "method": "ωB97M-V/def2-TZVPD", "species": ["C", "C", "C", "N", "O", "N", "H", "H", "H", "H", "H", "H", "H", "H"], "coordinates": [[-1.82, 0.20, 0.27], [0.48, 0.82, -0.22], [0.06, -0.40, 0.27], [2.33, 0.20, -0.20], [-2.48, -0.87, -0.31], [0.19, -1.62, 0.44], [-2.11, -1.68, 0.06], [2.86, 0.99, 0.18], [2.58, 0.15, -1.19], [1.18, -1.89, 0.38], [-1.98, 0.29, 1.35], [-2.08, 1.12, -0.24], [0.31, 1.01, -1.27], [0.48, 1.65, 0.47]], "orbital_gap_ha": 0.321, "lumo_ha": 0.028}

Verdict on stability: run B comes out at the bottom.

Run A
{"formula": "C3H8N2O", "method": "ωB97M-V/def2-TZVPD", "species": ["C", "C", "N", "C", "N", "O", "H", "H", "H", "H", "H", "H", "H", "H"], "coordinates": [[1.04, -0.94, 0.96], [-0.20, -0.33, 0.30], [-0.69, 0.88, 0.98], [-0.09, -0.17, -1.20], [-0.84, 0.86, -1.72], [0.74, -0.73, -1.89], [1.87, -0.23, 0.96], [1.30, -1.90, 0.53], [0.84, -1.08, 2.02], [-0.96, -1.11, 0.47], [-0.50, 0.79, 1.97], [-0.19, 1.69, 0.62], [-0.60, 1.12, -2.66], [-1.72, 1.16, -1.33]], "orbital_gap_ha": 0.392, "smiles": "C[C@@H](N)C(N)=O", "lumo_ha": 0.035}

Run B
{"formula": "C3H8N2O", "method": "ωB97M-V/def2-TZVPD", "species": ["C", "N", "C", "N", "C", "O", "H", "H", "H", "H", "H", "H", "H", "H"], "coordinates": [[0.79, 1.07, 0.68], [0.64, 0.15, -0.40], [0.90, -1.21, 0.04], [-0.65, 0.03, -0.94], [-1.85, 0.15, -0.29], [-1.97, 0.09, 0.88], [0.09, 0.88, 1.47], [1.84, 1.22, 0.86], [0.52, 2.04, 0.52], [0.93, -1.83, -0.88], [1.96, -1.49, 0.51], [0.08, -1.56, 0.70], [-0.65, -0.01, -2.10], [-2.64, 0.47, -1.05]], "orbital_gap_ha": 0.365, "smiles": "CN(C)NC=O", "lumo_ha": 0.032}

Run C
{"formula": "C3H8N2O", "method": "ωB97M-V/def2-TZVPD", "species": ["H", "N", "C", "N", "C", "C", "O", "H", "H", "H", "H", "H", "H", "H"], "coordinates": [[0.85, 2.32, 0.21], [0.23, 1.48, -0.01], [0.70, 0.30, 0.03], [2.03, 0.00, -0.04], [-0.15, -0.87, -0.18], [-1.57, -0.44, 0.17], [-1.98, 0.79, -0.24], [2.32, -1.06, -0.37], [2.77, 0.70, 0.06], [-0.07, -1.21, -1.23], [0.11, -1.76, 0.58], [-2.38, -1.13, -0.17], [-1.51, -0.56, 1.32], [-1.33, 1.45, -0.12]], "orbital_gap_ha": 0.363, "smiles": "[H]/N=C(\\N)CCO", "lumo_ha": 0.026}

Run D
{"formula": "C3H8N2O", "method": "ωB97M-V/def2-TZVPD", "species": ["C", "C", "C", "N", "N", "O", "H", "H", "H", "H", "H", "H", "H", "H"], "coordinates": [[-0.98, -0.45, 1.73], [2.18, 0.92, -0.85], [-0.84, 0.29, 0.45], [2.37, -0.01, -0.22], [-0.64, 1.56, 0.49], [-0.41, 2.16, -0.75], [-0.76, -1.53, 1.44], [-0.15, -0.09, 2.51], [-2.04, -0.40, 2.08], [0.33, -3.48, -2.79], [-1.10, 2.78, -0.65], [2.03, 1.96, -1.05], [-0.66, -0.26, -0.40], [0.64, -3.44, -2.02]], "orbital_gap_ha": 0.400, "lumo_ha": 0.035}

Verdict on stability: run D comes out at the bottom.

Run A
{"formula": "C3H8N2O", "method": "ωB97M-V/def2-TZVPD", "species": ["C", "N", "C", "C", "N", "O", "H", "H", "H", "H", "H", "H", "H", "H"], "coordinates": [[0.16, 0.68, -1.53], [0.10, 0.25, -0.15], [1.37, -0.12, 0.46], [-1.05, -0.45, 0.21], [-1.25, -0.53, 1.58], [-1.82, -0.94, -0.60], [-0.85, 0.86, -1.90], [0.74, 1.61, -1.59], [0.63, -0.08, -2.18], [1.25, -1.00, 1.09], [2.08, -0.37, -0.34], [1.80, 0.69, 1.06], [-2.17, -0.89, 1.80], [-1.01, 0.30, 2.10]], "orbital_gap_ha": 0.370, "smiles": "CN(C)C(N)=O", "lumo_ha": 0.033}

Run B
{"formula": "C3H8N2O", "method": "ωB97M-V/def2-TZVPD", "species": ["C", "N", "C", "H", "H", "H", "H", "H", "N", "C", "O", "H", "H", "H"], "coordinates": [[-3.87, 0.22, 0.19], [-4.21, -0.50, 1.16], [-3.28, -0.67, 2.26], [-4.60, 0.40, -0.59], [-2.86, 0.62, 0.06], [-2.22, -0.66, 2.01], [-3.55, -1.57, 2.79], [-3.48, 0.16, 2.94], [4.29, 0.03, -1.25], [5.11, 0.44, -2.27], [5.94, 1.31, -2.13], [3.38, -0.35, -1.47], [4.33, 0.70, -0.50], [5.01, -0.13, -3.20]], "orbital_gap_ha": 0.391, "smiles": "C=NC.NC=O", "lumo_ha": 0.030}

Run C
{"formula": "C3H8N2O", "method": "ωB97M-V/def2-TZVPD", "species": ["C", "C", "C", "N", "N", "O", "H", "H", "H", "H", "H", "H", "H", "H"], "coordinates": [[0.94, 0.21, -0.34], [-1.45, 0.95, 0.05], [1.44, 0.26, 1.08], [-2.14, -0.11, -0.15], [0.92, -0.96, -1.05], [-3.43, -0.09, -0.12], [1.22, 1.09, -1.02], [-1.85, 1.88, 0.18], [0.90, -0.57, 1.62], [1.38, 1.23, 1.40], [2.56, 0.05, 1.12], [-1.61, -1.03, -0.48], [0.42, -1.11, -1.93], [0.71, -1.79, -0.37]], "orbital_gap_ha": [0.299, 0.299], "lumo_ha": [0.012, 0.012]}

Verdict on stability: run C comes out at the bottom.